<i>
2 unconnected molecules or ions with the total composition C3H8S. Source: the Open Molecules 2025 dataset; level of theory: ωB97M-V/def2-TZVPD.

Properties
M, u: 76.16
SMILES: C=C.CS
LUMO level, eV: 0.90
Gap between HOMO and LUMO, eV: 9.95

```
12
Properties=species:S:1:pos:R:3:mulliken_charge:R:1
C 1.42 -0.01 2.66 -0.453
C 0.20 0.49 2.57 -0.402
H 2.26 0.51 3.10 0.215
H 1.69 -1.03 2.43 0.218
H -0.04 1.41 3.09 0.211
H -0.61 0.03 2.02 0.214
C -0.90 -0.72 -2.59 -0.735
S -0.13 0.93 -2.23 -0.176
H -0.17 -1.49 -2.39 0.244
H -1.68 -0.84 -1.85 0.266
H -1.17 -0.72 -3.63 0.292
H -0.87 1.46 -3.19 0.106
```

<ii>
C3H8S in the gas phase. Source: the Open Molecules 2025 dataset; level of theory: ωB97M-V/def2-TZVPD.

Properties
M, u: 76.16
SMILES: CCCS
LUMO level, eV: 0.84
Gap between HOMO and LUMO, eV: 9.70

```
12
Properties=species:S:1:pos:R:3:mulliken_charge:R:1
C 1.40 0.00 -0.31 -1.353
C 0.01 -0.52 -0.06 -0.450
C -0.95 0.66 -0.08 -0.727
S -2.97 0.05 0.10 -0.236
H 1.51 0.15 -1.31 0.395
H 1.49 0.84 0.21 0.458
H 2.02 -0.84 -0.03 0.326
H -0.12 -1.00 0.87 0.335
H -0.42 -1.21 -0.70 0.442
H -1.10 1.23 0.93 0.332
H -1.10 1.24 -0.99 0.379
H -2.57 -1.17 0.49 0.098
```

<iii>
2 unconnected molecules or ions with the total composition C3H8S. Source: the Open Molecules 2025 dataset; level of theory: ωB97M-V/def2-TZVPD.

Properties
M, u: 76.16
LUMO level, eV: -0.61
Gap between HOMO and LUMO, eV: 8.47

```
12
Properties=species:S:1:pos:R:3:mulliken_charge:R:1
C 1.26 0.83 -1.10 -1.171
C 1.23 0.35 0.35 -0.108
C 0.15 -0.67 0.83 -0.788
S -1.42 -0.30 0.05 -0.182
H 1.24 -0.08 -1.73 0.249
H 0.28 1.28 -1.41 0.329
H 2.16 1.43 -1.24 0.343
H 0.80 1.23 0.90 0.201
H 2.26 0.12 0.67 0.347
H 0.38 -1.73 0.76 0.324
H 0.08 -0.57 1.93 0.343
H -0.62 -1.13 -1.49 0.114
```

It turns out <i> is the most stable, with the second structure 11.6 kJ/mol higher.

<i>
C6H8 in the gas phase. Source: the Open Molecules 2025 dataset; level of theory: ωB97M-V/def2-TZVPD.

Properties
M, u: 80.13
SMILES: C#C[C@@H]1C[C@@H]1C
LUMO level, eV: 0.97
Gap between HOMO and LUMO, eV: 10.03

```
14
Properties=species:S:1:pos:R:3:mulliken_charge:R:1
C -1.01 1.95 2.24 -0.303
C -0.69 1.16 1.38 -0.470
C -0.22 0.68 0.12 0.290
C -0.80 0.07 -1.15 -0.663
C 0.54 -0.38 -0.62 0.246
C 0.79 -1.78 -0.15 -1.365
H -0.89 2.95 2.59 0.296
H 0.35 1.66 0.23 0.164
H -1.60 -0.69 -1.13 0.254
H -0.87 0.70 -2.03 0.243
H 1.38 0.09 -1.13 0.327
H -0.11 -2.21 0.31 0.306
H 1.60 -1.81 0.58 0.333
H 1.08 -2.41 -1.00 0.342
```

<ii>
2 unconnected molecules or ions with the total composition C6H8. Source: the Open Molecules 2025 dataset; level of theory: ωB97M-V/def2-TZVPD.

Properties
M, u: 80.13
SMILES: C1=CC=1.C=CC
LUMO level, eV: 0.77
Gap between HOMO and LUMO, eV: 9.30

```
14
Properties=species:S:1:pos:R:3:mulliken_charge:R:1
C -1.24 0.08 -1.89 -0.524
C -0.54 -1.15 -2.12 -0.181
C -1.63 -0.78 -2.90 -0.142
H 0.36 -1.63 -1.81 0.372
H -2.20 -1.22 -3.57 0.474
C -0.62 0.08 0.85 -1.146
C 0.58 -0.06 1.34 0.148
C 1.57 1.07 1.57 -1.151
H -1.37 -0.59 0.84 0.556
H -1.13 1.09 1.01 0.203
H 0.90 -1.03 1.55 0.420
H 1.34 1.90 0.99 0.367
H 2.63 0.85 1.58 0.323
H 1.35 1.40 2.57 0.281
```

It turns out <i> is the most stable, with the second structure 193.9 kJ/mol higher.

<i>
C6H8 in the gas phase. Source: the Open Molecules 2025 dataset; level of theory: ωB97M-V/def2-TZVPD.

Properties
M, u: 80.13
SMILES: C=C1C(C)=C1C
LUMO level, eV: 0.84
Gap between HOMO and LUMO, eV: 8.59

```
14
Properties=species:S:1:pos:R:3:mulliken_charge:R:1
C 1.92 1.50 0.98 -0.977
C 0.99 0.66 0.48 0.203
C -0.45 0.32 0.31 0.344
C -1.88 0.50 0.43 -0.962
C 0.40 -0.50 -0.30 0.074
C 0.51 -1.66 -1.33 -0.804
H 2.97 1.50 0.75 0.251
H 1.72 2.18 1.72 0.283
H -2.13 1.57 0.20 0.266
H -2.29 0.37 1.51 0.242
H -2.43 -0.23 -0.21 0.284
H -0.58 -1.81 -1.49 0.255
H 1.14 -2.43 -0.85 0.275
H 1.03 -1.21 -2.18 0.268
```

<ii>
C6H8 in the gas phase. Source: the Open Molecules 2025 dataset; level of theory: ωB97M-V/def2-TZVPD.

Properties
M, u: 80.13
SMILES: C=C/C=C/C=C
LUMO level, eV: -1.47
Gap between HOMO and LUMO, eV: 5.26

```
14
Properties=species:S:1:pos:R:3:mulliken_charge:R:1
C -0.73 -2.72 1.12 -0.814
C 0.05 -1.72 0.51 0.067
C 0.31 -0.45 0.92 -0.504
C 0.73 0.72 -0.23 -0.448
C -0.15 1.70 -0.52 0.131
C -0.02 2.52 -1.69 -0.783
H -0.79 -3.69 0.67 0.264
H -1.16 -2.53 2.10 0.267
H 0.18 -2.00 -0.53 0.289
H -0.17 -0.02 1.82 0.341
H 1.71 0.48 -0.64 0.387
H -1.03 1.88 0.14 0.280
H 0.66 2.16 -2.46 0.254
H -0.59 3.43 -1.76 0.269
```

<iii>
A molecular structure, C6H8. Source: the Open Molecules 2025 dataset; level of theory: ωB97M-V/def2-TZVPD.

Properties
M, u: 80.13
LUMO level, eV: 0.70
Gap between HOMO and LUMO, eV: 8.54

```
14
Properties=species:S:1:pos:R:3:mulliken_charge:R:1
C 1.33 -0.20 0.02 -0.736
C -0.03 -0.88 -0.22 -0.198
C -0.61 -0.36 1.11 -0.695
C -0.13 1.08 0.77 -0.262
C -0.74 1.23 -0.61 -0.522
C -0.74 0.04 -1.21 -0.342
H 1.89 0.12 -0.87 0.375
H 1.96 -0.68 0.77 0.367
H -0.02 -1.95 -0.46 0.361
H -0.13 -0.78 2.00 0.300
H -1.70 -0.42 1.21 0.308
H 1.10 0.96 0.68 0.209
H -1.09 2.18 -1.01 0.425
H -1.07 -0.24 -2.20 0.408
```

It turns out <i> is the most stable, with the second structure 168.1 kJ/mol higher.

<i>
C6H8 in the gas phase. Source: the Open Molecules 2025 dataset; level of theory: ωB97M-V/def2-TZVPD.

Properties
M, u: 80.13
LUMO level (spin up / spin down), eV: -0.35 / -0.35
Gap between HOMO and LUMO (spin up / spin down), eV: 6.71 / 6.71

```
14
Properties=species:S:1:pos:R:3:mulliken_charge:R:1
C 0.74 -1.06 0.90 -0.387
C -0.48 -1.65 1.02 -0.675
C -1.58 -0.83 0.67 -0.090
C -0.90 0.37 -0.17 -0.882
C 0.51 0.26 0.12 0.695
C 1.39 1.06 -0.74 -1.266
H 1.78 -1.49 1.06 0.326
H -2.25 -1.52 -0.10 0.220
H -2.16 -0.48 1.55 0.331
H -0.85 0.14 -1.16 0.329
H -1.24 1.41 -0.09 0.389
H 2.34 1.44 -0.34 0.400
H 0.92 1.94 -1.14 0.337
H 1.78 0.39 -1.59 0.273
```

<ii>
C6H8 in the gas phase. Source: the Open Molecules 2025 dataset; level of theory: ωB97M-V/def2-TZVPD.

Properties
M, u: 80.13
SMILES: C=C=C1CCC1
LUMO level, eV: 1.09
Gap between HOMO and LUMO, eV: 9.42

```
14
Properties=species:S:1:pos:R:3:mulliken_charge:R:1
C -1.39 -0.70 2.36 -0.917
C -0.87 -0.45 1.20 0.050
C -0.15 -0.02 0.23 0.368
C 1.07 -0.66 -0.38 -0.566
C 0.84 0.29 -1.59 -0.485
C -0.22 1.08 -0.78 -0.546
H -1.99 -1.59 2.52 0.286
H -1.29 0.34 2.74 0.283
H 1.99 -0.49 0.19 0.232
H 0.95 -1.73 -0.56 0.260
H 1.72 0.84 -1.92 0.275
H 0.38 -0.22 -2.44 0.251
H -1.19 1.30 -1.23 0.309
H 0.18 2.01 -0.35 0.198
```

It turns out <ii> is the most stable, with the second structure 154.1 kJ/mol higher.

<i>
C6H8 in the gas phase. Source: the Open Molecules 2025 dataset; level of theory: ωB97M-V/def2-TZVPD.

Properties
M, u: 80.13
LUMO level (spin up / spin down), eV: -0.87 / -0.86
Gap between HOMO and LUMO (spin up / spin down), eV: 7.46 / 7.39

```
14
Properties=species:S:1:pos:R:3:mulliken_charge:R:1
C 0.69 0.23 -1.72 -1.360
C 0.41 0.67 -0.29 0.444
C -1.02 0.35 0.25 -0.746
C 0.91 -0.29 0.76 -0.527
C -0.33 -0.63 1.21 0.218
C -0.64 -1.53 2.28 -0.538
H 0.37 -0.81 -1.87 0.349
H 1.76 0.29 -1.96 0.350
H 0.14 0.86 -2.43 0.340
H 0.73 1.71 -0.13 0.365
H -1.70 -0.08 -0.49 0.276
H -1.52 1.20 0.75 0.266
H 1.90 -0.59 1.09 0.397
H -1.71 -1.38 2.54 0.166
```

<ii>
C6H8 in the gas phase. Source: the Open Molecules 2025 dataset; level of theory: ωB97M-V/def2-TZVPD.

Properties
M, u: 80.13
SMILES: C[C@H]1CC12C=C2
LUMO level, eV: 1.21
Gap between HOMO and LUMO, eV: 9.43

```
14
Properties=species:S:1:pos:R:3:mulliken_charge:R:1
C 1.06 -0.27 -1.51 -1.100
C -0.05 -0.72 -0.44 0.019
C 0.20 -0.93 1.04 -0.774
C -0.51 0.25 0.49 0.622
C -0.49 1.68 0.80 -0.603
C -1.63 0.97 1.05 -0.598
H 1.78 0.37 -0.83 0.282
H 0.46 0.20 -2.32 0.246
H 1.48 -1.08 -2.01 0.370
H -0.76 -1.39 -0.92 0.307
H -0.18 -1.79 1.56 0.287
H 1.28 -0.61 1.30 0.198
H 0.06 2.53 0.55 0.392
H -2.69 0.81 1.24 0.352
```

It turns out <ii> is the most stable, with the second structure 7.1 kJ/mol higher.